Density functional theory data (the ωB97M-V functional and the def2-TZVPD basis) for a molecular structure, C16H47CuGeN4SSi3 in a non-equilibrium geometry.

Atoms and positions in Å:
Cu1 -0.65 0.47 -1.31
C1 -0.34 2.04 -3.82
N1 -0.73 0.69 -3.40
C2 0.18 -0.29 -4.01
C3 -2.12 0.41 -3.79
C4 -2.73 -0.69 -2.92
N2 -2.55 -0.38 -1.49
C5 -2.59 -1.60 -0.69
C6 -3.58 0.54 -1.02
H1 -0.43 2.14 -4.91
H2 0.68 2.23 -3.52
H3 -0.99 2.77 -3.34
H4 0.14 -0.24 -5.11
H5 -0.07 -1.30 -3.69
H6 1.20 -0.09 -3.69
H7 -2.19 0.10 -4.84
H8 -2.71 1.33 -3.67
H9 -2.22 -1.63 -3.14
H10 -3.79 -0.81 -3.17
H11 -3.54 -2.13 -0.80
H12 -2.44 -1.35 0.36
H13 -1.78 -2.26 -1.01
H14 -4.57 0.08 -1.07
H15 -3.59 1.44 -1.63
H16 -3.36 0.82 0.00
C7 3.48 1.63 -0.61
Si1 2.13 2.22 0.62
C8 1.34 3.83 -0.03
C9 2.91 2.50 2.34
Ge1 0.27 0.61 0.87
Si2 1.27 -1.23 2.06
C10 1.57 -1.03 3.93
C11 0.05 -2.69 1.87
C12 2.95 -1.72 1.27
Si3 -1.36 1.54 2.45
C13 -0.54 2.03 4.11
C14 -2.74 0.30 2.92
C15 -2.07 3.14 1.66
H17 4.18 2.42 -0.82
H18 3.04 1.31 -1.55
H19 4.04 0.79 -0.20
H20 2.08 4.62 -0.13
H21 0.57 4.18 0.64
H22 0.89 3.68 -1.00
H23 3.71 3.23 2.27
H24 3.33 1.58 2.74
H25 2.19 2.87 3.05
H26 0.65 -1.20 4.48
H27 1.93 -0.03 4.18
H28 2.31 -1.73 4.30
H29 -0.88 -2.48 2.38
H30 0.46 -3.60 2.29
H31 -0.18 -2.87 0.83
H32 3.74 -1.03 1.56
H33 2.88 -1.69 0.18
H34 3.25 -2.72 1.56
H35 -0.04 1.19 4.57
H36 -1.29 2.39 4.81
H37 0.19 2.82 3.98
H38 -2.35 -0.71 2.95
H39 -3.59 0.31 2.24
H40 -3.13 0.53 3.91
H41 -1.60 4.02 2.09
H42 -3.14 3.24 1.81
H43 -1.88 3.16 0.58
N3 0.87 -5.42 -1.13
C16 1.57 -4.33 -1.50
N4 2.89 -4.46 -1.68
S1 0.82 -2.87 -1.76
H44 1.31 -6.31 -0.98
H45 -0.12 -5.36 -1.02
H46 3.37 -5.33 -1.54
H47 3.44 -3.64 -1.88

Calculated values
calculated total energy	-5840.80349	Ha
net charge	+1
2S+1	2
HOMO-LUMO gap (spin up / spin down)	8.89 / 5.98	eV